No. 1
CF4S2 | the ωB97M-V functional and the def2-TZVPD basis

Element x y z (Å)
S  0.96  -0.96  -0.46
S  -1.78  0.19  0.14
F  -1.81  -1.44  0.07
F  0.58  1.22  0.96
F  -0.06  1.52  -1.42
F  2.10  -1.03  0.68
C  0.02  0.50  0.03

ΔE to the lowest compared entry with this formula, charge and spin = 132.6 kJ/mol
LUMO energy = -0.8 eV
F_max = 0.0745 Eh/bohr
Orbital gap = 0.3556 Eh
Charge = 0


No. 2
CFIN2O4 | the ωB97M-V functional and the def2-TZVPD basis

Element x y z (Å)
I  -2.69  -0.07  0.05
F  -0.38  -0.60  -1.87
O  1.24  1.39  0.40
O  -0.21  -1.37  1.54
O  -0.58  2.43  -0.30
O  1.21  -1.63  -0.10
N  0.16  1.58  0.02
N  0.16  -1.20  0.33
C  -0.72  -0.46  -0.59

ΔE to the lowest compared entry with this formula, charge and spin = 136.9 kJ/mol
LUMO energy (alpha / beta) = -2.1 / -1.8 eV
F_max = 0.0738 Eh/bohr
Orbital gap (alpha / beta) = 0.2932 / 0.2899 Eh
Charge = 0


No. 3
CFIS | the ωB97M-V functional and the def2-TZVPD basis

Element x y z (Å)
I  1.97  0.02  0.01
S  -1.26  -1.29  -0.01
F  -0.60  1.24  -0.04
C  -0.11  0.03  0.05

ΔE to the lowest compared entry with this formula, charge and spin = 0.0 kJ/mol
LUMO energy (alpha / beta) = 0.0 / -3.2 eV
F_max = 0.0283 Eh/bohr
Orbital gap (alpha / beta) = 0.2716 / 0.2516 Eh
Charge = 0
Spin multiplicity = 3


No. 4
CFN3O2 | the ωB97M-V functional and the def2-TZVPD basis

Element x y z (Å)
F  0.74  0.52  1.66
O  -1.80  0.97  -0.22
O  -0.17  1.32  -1.61
N  0.73  -2.43  0.17
N  -0.80  0.99  -0.72
N  0.72  -0.05  0.37
C  0.58  -1.32  0.36

ΔE to the lowest compared entry with this formula, charge and spin = 314.5 kJ/mol
LUMO energy (alpha / beta) = -2.3 / -1.5 eV
F_max = 0.0882 Eh/bohr
Orbital gap (alpha / beta) = 0.2704 / 0.3283 Eh
Charge = 0


No. 5
CFN4S | the ωB97M-V functional and the def2-TZVPD basis

Element x y z (Å)
S  -1.93  -0.61  0.34
F  -2.79  0.63  -0.36
N  1.91  -0.52  -0.19
N  1.70  0.81  -0.04
N  0.46  1.03  0.16
N  0.78  -1.15  -0.08
C  -0.14  -0.20  0.16

ΔE to the lowest compared entry with this formula, charge and spin = 21.7 kJ/mol
LUMO energy = 3.5 eV
F_max = 0.0597 Eh/bohr
Orbital gap = 0.2927 Eh
Charge = -1


No. 6
CH10N2O2 | the ωB97M-V functional and the def2-TZVPD basis

Element x y z (Å)
O  -1.77  1.37  -2.71
O  2.87  -1.97  1.03
N  -0.40  -0.64  1.54
N  -0.08  0.95  -0.36
C  -1.00  0.28  0.59
H  0.49  0.20  -0.77
H  3.01  -1.87  1.99
H  -1.80  -0.24  0.07
H  -0.16  -1.53  1.10
H  0.51  -0.31  1.85
H  0.57  1.47  0.23
H  -2.44  1.91  -2.27
H  2.99  -1.07  0.68
H  -1.13  1.25  -1.97
H  -1.48  1.07  1.18

ΔE to the lowest compared entry with this formula, charge and spin = 0.0 kJ/mol
LUMO energy (alpha / beta) = 3.9 / 3.8 eV
F_max = 0.0170 Eh/bohr
Orbital gap (alpha / beta) = 0.1140 / 0.3493 Eh
Charge = -1
Spin multiplicity = 2


No. 7
CH10N3 | the ωB97M-V functional and the def2-TZVPD basis

Element x y z (Å)
N  -1.52  2.37  0.26
N  1.57  -1.70  -0.33
N  -0.55  -0.60  0.17
C  0.92  -0.46  -0.25
H  -1.20  -1.00  -0.54
H  -1.68  3.16  -0.37
H  -0.96  0.35  0.36
H  1.95  -2.19  -1.10
H  1.60  -2.22  0.54
H  -2.45  2.16  0.63
H  1.34  0.18  0.53
H  -0.75  -1.14  1.05
H  0.82  0.14  -1.16
H  -0.92  2.71  1.00

ΔE to the lowest compared entry with this formula, charge and spin = 37.1 kJ/mol
LUMO energy (alpha / beta) = 1.2 / 0.8 eV
F_max = 0.0263 Eh/bohr
Orbital gap (alpha / beta) = 0.1549 / 0.3900 Eh
Charge = 0
Spin multiplicity = 2


No. 8
CH10N3O2 | the ωB97M-V functional and the def2-TZVPD basis

Element x y z (Å)
O  1.25  -0.70  1.16
O  3.35  0.73  2.19
N  -0.52  0.56  -0.21
N  -2.50  -0.59  -0.49
N  -1.31  0.04  -2.39
C  -1.49  0.07  -1.02
H  -2.23  -0.16  -2.86
H  -0.91  0.88  -2.81
H  0.98  -1.51  1.63
H  -2.37  -1.11  0.37
H  -0.26  -0.17  0.48
H  1.95  -0.31  1.73
H  3.01  1.56  2.53
H  -3.03  -1.19  -1.11
H  0.14  1.18  -0.62
H  3.93  0.74  1.42

ΔE to the lowest compared entry with this formula, charge and spin = 133.4 kJ/mol
LUMO energy = -3.3 eV
F_max = 0.0582 Eh/bohr
Orbital gap = 0.4353 Eh
Charge = +1


No. 9
CH10N3O2 | the ωB97M-V functional and the def2-TZVPD basis

Element x y z (Å)
O  0.95  0.45  1.21
O  1.91  3.01  1.44
N  0.39  -1.24  -0.92
N  -1.67  -1.71  -1.83
N  -1.55  -0.75  0.26
C  -0.93  -1.19  -0.84
H  -1.17  0.05  0.76
H  2.51  3.12  0.70
H  -2.55  -0.86  0.34
H  1.97  3.84  1.94
H  0.77  -1.89  -1.59
H  -1.25  -1.94  -2.71
H  1.47  1.28  1.16
H  1.05  -0.60  -0.51
H  -2.59  -1.98  -1.54
H  0.68  0.44  2.13

ΔE to the lowest compared entry with this formula, charge and spin = 68.6 kJ/mol
LUMO energy = -2.9 eV
F_max = 0.0308 Eh/bohr
Orbital gap = 0.4489 Eh
Charge = +1


No. 10
CH10N3Si | the ωB97M-V functional and the def2-TZVPD basis

Element x y z (Å)
Si  1.59  -1.15  2.01
N  1.48  -0.26  -0.77
N  -2.16  1.27  -1.65
N  -0.69  -0.07  0.54
C  0.54  -0.42  0.65
H  1.89  -2.64  1.91
H  0.78  -0.91  3.12
H  -2.46  2.18  -1.28
H  -1.03  0.25  -0.32
H  -1.75  1.57  -2.60
H  -1.13  0.33  1.30
H  -3.08  0.82  -1.92
H  2.21  -0.93  -1.00
H  0.88  -0.36  -1.61
H  2.79  -0.41  2.01

ΔE to the lowest compared entry with this formula, charge and spin = 264.1 kJ/mol
LUMO energy = -5.1 eV
F_max = 0.1318 Eh/bohr
Orbital gap = 0.3669 Eh
Charge = +1


No. 11
CH10N4 | the ωB97M-V functional and the def2-TZVPD basis

Element x y z (Å)
N  0.21  -0.82  -0.88
N  0.87  0.42  -1.23
N  -0.56  -0.10  1.40
N  0.10  -1.75  -1.94
C  -0.60  1.28  1.91
H  1.03  -2.05  -2.24
H  0.12  1.42  2.71
H  -0.33  1.93  1.08
H  -1.60  1.51  2.28
H  -0.84  -0.79  2.09
H  0.42  0.86  -2.04
H  -0.73  -0.47  0.11
H  -0.36  -1.35  -2.76
H  0.41  -0.32  1.00
H  1.84  0.24  -1.48

ΔE to the lowest compared entry with this formula, charge and spin = 132.9 kJ/mol
LUMO energy = 1.0 eV
F_max = 0.0462 Eh/bohr
Orbital gap = 0.3160 Eh
Charge = 0


No. 12
CH10N6P | the ωB97M-V functional and the def2-TZVPD basis

Element x y z (Å)
P  -1.50  0.40  -0.13
N  0.44  1.34  1.76
N  1.89  -2.18  -1.37
N  -0.65  1.57  -0.77
N  -0.64  -0.85  0.34
N  -3.10  0.41  0.26
N  0.66  -0.34  0.13
C  1.00  0.84  0.66
H  -3.77  0.81  -0.26
H  1.16  -1.06  -0.39
H  0.77  2.09  2.25
H  1.92  1.44  0.49
H  -0.33  0.84  2.19
H  -3.37  -0.37  0.94
H  2.00  -3.15  -1.12
H  2.90  -1.83  -1.47
H  1.59  -2.34  -2.29
H  -0.97  2.35  -1.21

ΔE to the lowest compared entry with this formula, charge and spin = 408.7 kJ/mol
LUMO energy = -3.5 eV
F_max = 0.1279 Eh/bohr
Orbital gap = 0.3403 Eh
Charge = +1


Among the records above, which one has the lowest F_max? CH10N2O2


Copy entry 6 word for word.
CH10N2O2 | the ωB97M-V functional and the def2-TZVPD basis

Element x y z (Å)
O  -1.77  1.37  -2.71
O  2.87  -1.97  1.03
N  -0.40  -0.64  1.54
N  -0.08  0.95  -0.36
C  -1.00  0.28  0.59
H  0.49  0.20  -0.77
H  3.01  -1.87  1.99
H  -1.80  -0.24  0.07
H  -0.16  -1.53  1.10
H  0.51  -0.31  1.85
H  0.57  1.47  0.23
H  -2.44  1.91  -2.27
H  2.99  -1.07  0.68
H  -1.13  1.25  -1.97
H  -1.48  1.07  1.18

ΔE to the lowest compared entry with this formula, charge and spin = 0.0 kJ/mol
LUMO energy (alpha / beta) = 3.9 / 3.8 eV
F_max = 0.0170 Eh/bohr
Orbital gap (alpha / beta) = 0.1140 / 0.3493 Eh
Charge = -1
Spin multiplicity = 2